No. 1
{
  "formula": "C32H78Cl12N2O22S6",
  "method": "ωB97M-V/def2-TZVPD",
  "total_charge": 0,
  "lumo_ev": 0.14,
  "symbols": ["O", "S", "O", "O", "C", "C", "C", "H", "H", "H", "H", "H", "H", "H", "H", "O", "S", "O", "O", "C", "C", "C", "H", "H", "H", "H", "H", "H", "H", "H", "O", "S", "O", "O", "C", "C", "C", "H", "H", "H", "H", "H", "H", "H", "H", "O", "S", "O", "O", "C", "C", "C", "H", "H", "H", "H", "H", "H", "H", "H", "O", "S", "O", "O", "C", "C", "C", "H", "H", "H", "H", "H", "H", "H", "H", "O", "S", "O", "O", "C", "C", "C", "H", "H", "H", "H", "H", "H", "H", "H", "Cl", "C", "C", "Cl", "H", "H", "H", "H", "Cl", "C", "C", "Cl", "H", "H", "H", "H", "Cl", "C", "C", "Cl", "H", "H", "H", "H", "Cl", "C", "C", "Cl", "H", "H", "H", "H", "Cl", "C", "C", "Cl", "H", "H", "H", "H", "Cl", "C", "C", "Cl", "H", "H", "H", "H", "C", "N", "O", "O", "H", "H", "H", "C", "N", "O", "O", "H", "H", "H"],
  "positions_angstrom": [[16.037, 15.747, 22.735], [16.950, 15.743, 21.667], [16.768, 16.667, 20.571], [18.408, 16.023, 22.196], [18.836, 15.287, 23.406], [20.005, 14.396, 23.066], [17.061, 14.044, 21.107], [18.082, 14.664, 23.861], [19.158, 15.964, 24.259], [20.306, 13.778, 23.925], [20.906, 14.935, 22.880], [19.801, 13.809, 22.122], [17.152, 13.322, 21.936], [17.788, 13.989, 20.295], [16.057, 13.815, 20.710], [20.346, 15.979, 13.920], [20.045, 14.627, 14.339], [18.683, 14.129, 14.201], [21.023, 13.751, 13.501], [21.038, 12.294, 13.471], [22.314, 11.897, 12.724], [20.537, 14.516, 16.089], [20.179, 11.981, 12.854], [21.008, 11.925, 14.514], [22.212, 12.340, 11.707], [22.415, 10.842, 12.495], [23.228, 12.283, 13.247], [20.453, 13.466, 16.366], [19.725, 15.019, 16.660], [21.437, 15.103, 16.304], [10.792, 22.733, 13.993], [10.730, 22.300, 12.659], [10.262, 23.201, 11.648], [12.154, 21.883, 12.292], [12.507, 21.549, 10.913], [14.030, 21.886, 10.840], [9.861, 20.754, 12.587], [11.965, 21.983, 10.081], [12.410, 20.459, 10.785], [14.613, 21.310, 11.623], [14.203, 22.949, 11.154], [14.402, 21.745, 9.818], [9.087, 20.900, 13.312], [10.469, 19.909, 12.827], [9.339, 20.655, 11.652], [18.549, 12.701, 18.210], [18.327, 11.789, 17.189], [19.483, 11.385, 16.346], [17.782, 10.502, 17.841], [17.848, 9.238, 17.021], [19.053, 8.414, 17.417], [16.991, 12.350, 16.199], [17.918, 9.495, 15.938], [16.904, 8.684, 17.158], [19.078, 7.532, 16.781], [18.853, 8.131, 18.453], [19.992, 8.946, 17.322], [16.149, 12.560, 16.867], [16.813, 11.581, 15.464], [17.351, 13.290, 15.756], [13.912, 14.823, 14.301], [14.308, 15.759, 15.305], [13.332, 16.309, 16.274], [15.367, 14.847, 16.112], [15.696, 15.272, 17.466], [17.056, 15.919, 17.518], [15.153, 17.251, 14.741], [15.612, 14.366, 18.103], [14.847, 15.920, 17.811], [17.107, 16.512, 18.369], [17.173, 16.488, 16.608], [17.902, 15.219, 17.507], [14.265, 17.731, 14.325], [15.831, 17.071, 13.897], [15.584, 17.766, 15.625], [21.639, 17.333, 16.394], [20.590, 18.277, 16.275], [19.251, 17.781, 16.169], [20.523, 19.369, 17.442], [21.779, 20.027, 17.763], [21.477, 21.417, 18.258], [20.938, 19.294, 14.905], [22.383, 20.026, 16.882], [22.353, 19.398, 18.531], [22.394, 21.974, 18.464], [20.958, 21.443, 19.214], [20.840, 21.957, 17.570], [21.888, 19.742, 15.018], [20.162, 20.055, 14.843], [21.011, 18.585, 14.059], [12.375, 17.396, 12.269], [12.820, 15.845, 11.392], [11.634, 15.072, 10.738], [10.452, 14.439, 11.942], [13.329, 15.145, 12.052], [13.528, 16.176, 10.615], [12.126, 14.233, 10.235], [11.174, 15.694, 9.994], [16.813, 22.134, 20.040], [15.482, 21.002, 20.403], [15.810, 19.643, 19.849], [15.707, 19.530, 18.008], [14.572, 21.402, 19.916], [15.322, 20.900, 21.464], [15.196, 18.866, 20.216], [16.828, 19.348, 20.091], [12.125, 19.577, 14.865], [11.915, 19.307, 16.632], [11.325, 20.516, 17.210], [10.984, 20.301, 18.944], [12.922, 19.193, 16.986], [11.328, 18.398, 16.751], [10.354, 20.686, 16.808], [11.988, 21.387, 17.029], [13.855, 12.362, 17.284], [12.085, 12.227, 17.084], [11.368, 13.591, 16.800], [11.372, 14.401, 18.482], [11.673, 11.818, 17.992], [11.880, 11.482, 16.289], [10.341, 13.491, 16.390], [11.885, 14.228, 16.090], [16.379, 17.635, 11.166], [17.775, 17.432, 12.201], [19.098, 17.764, 11.527], [19.463, 19.499, 11.411], [17.886, 16.354, 12.453], [17.668, 17.960, 13.154], [19.149, 17.402, 10.518], [19.867, 17.374, 12.159], [13.552, 11.206, 11.076], [14.452, 12.116, 12.320], [14.355, 11.391, 13.677], [15.296, 9.867, 13.590], [14.085, 13.140, 12.402], [15.463, 12.269, 11.950], [13.339, 11.101, 13.893], [14.892, 11.937, 14.434], [16.890, 21.946, 15.240], [16.999, 20.624, 14.637], [15.955, 20.072, 14.328], [18.104, 20.120, 14.608], [17.780, 22.497, 14.918], [16.762, 21.788, 16.291], [15.919, 22.373, 14.981], [9.997, 16.523, 14.873], [9.000, 17.481, 14.538], [8.974, 17.923, 13.365], [8.213, 17.892, 15.369], [10.915, 17.152, 14.996], [10.071, 15.708, 14.174], [9.759, 16.125, 15.870]],
  "mulliken_charge": [-0.6652, 0.9598, -0.3730, -0.2879, -0.3735, -0.9179, -0.8482, 0.3508, 0.3283, 0.3367, 0.3383, 0.1645, 0.4567, 0.1923, 0.3176, -0.7240, 1.0598, -0.5289, -0.2437, 0.2649, -1.3059, -0.5594, 0.1776, 0.1635, 0.2999, 0.3968, 0.2907, 0.2695, -0.1038, 0.4742, -0.6065, 1.2797, -0.7001, -0.1949, -0.1722, -0.9839, -0.6683, 0.4293, 0.1501, 0.0877, 0.3045, 0.4021, 0.4503, -0.1892, 0.4625, -0.5462, 0.7655, -0.6284, -0.2948, -0.2256, -1.1903, 1.1896, 0.2356, 0.4273, 0.3687, 0.3297, 0.2848, -0.8790, 0.1364, -0.3862, -0.2325, 0.5600, -0.4873, 1.0646, -0.7756, 0.9666, 0.3113, 0.1290, 0.2706, 0.2187, -0.2834, -0.6680, -0.1107, -0.2195, -0.2127, -0.7361, 0.9175, -0.3057, -0.0507, -0.1449, -1.2177, -0.7585, 0.3121, 0.2469, 0.3764, 0.3112, 0.2817, 0.5666, 0.2590, 0.0278, 0.0033, 0.1527, -0.5509, -0.1911, -0.6876, 0.3942, 0.3712, 0.4193, -0.2041, -0.3818, -0.7914, -0.0186, 0.2044, 0.4045, 0.3738, 0.3649, 0.0047, -0.2064, -0.3723, -0.2410, -0.0327, 0.3746, 0.2816, 0.2855, 0.0679, -0.9910, 0.2223, -0.2024, 0.4482, 0.3339, 0.4724, -0.3417, -0.1967, 0.4792, -0.2872, -0.2235, -0.0239, -0.1684, 0.4823, 0.0060, -0.2167, 0.7636, 0.6503, -0.2175, -0.7408, 0.3210, 0.3923, -0.8581, -0.9668, 0.8828, -0.3803, -0.5781, 0.3271, 0.2316, 0.3096, 0.3206, 1.1120, -0.5664, -0.5950, -0.3972, -0.2843, 0.2905]
}

No. 2
{
  "formula": "C32H78N11O7P4",
  "method": "ωB97M-V/def2-TZVPD",
  "total_charge": 1,
  "lumo_ev": -4.38,
  "symbols": ["C", "C", "O", "P", "O", "C", "C", "C", "C", "N", "C", "C", "C", "C", "C", "C", "N", "O", "O", "C", "C", "H", "H", "H", "H", "H", "H", "H", "H", "H", "H", "H", "H", "H", "H", "H", "H", "H", "H", "H", "H", "H", "H", "H", "H", "O", "P", "N", "C", "C", "N", "C", "C", "N", "C", "C", "H", "H", "H", "H", "H", "H", "H", "H", "H", "H", "H", "H", "H", "H", "H", "H", "H", "H", "O", "P", "N", "C", "C", "N", "C", "C", "N", "C", "C", "H", "H", "H", "H", "H", "H", "H", "H", "H", "H", "H", "H", "H", "H", "H", "H", "H", "H", "O", "P", "N", "C", "C", "N", "C", "C", "N", "C", "C", "H", "H", "H", "H", "H", "H", "H", "H", "H", "H", "H", "H", "H", "H", "H", "H", "H", "H"],
  "positions_angstrom": [[5.410, -0.745, 4.651], [4.808, -1.620, 3.441], [4.763, -0.932, 2.159], [3.462, 0.152, 2.040], [3.285, 0.468, 0.530], [1.832, -0.595, 2.615], [0.525, 0.182, 2.098], [-0.745, -0.580, 2.760], [-0.797, -2.145, 2.735], [-1.867, -2.918, 3.336], [-2.960, -2.264, 3.998], [-3.060, -0.698, 4.066], [-1.944, 0.182, 3.437], [-2.033, 1.770, 3.489], [-2.464, 2.341, 4.958], [-2.332, 3.951, 4.862], [-1.073, 4.665, 4.640], [-3.374, 4.663, 4.984], [3.890, 1.607, 2.813], [3.277, 2.769, 2.186], [3.791, 4.061, 3.034], [5.141, -1.306, 5.628], [4.986, 0.310, 4.733], [6.556, -0.785, 4.591], [3.818, -2.083, 3.775], [5.537, -2.508, 3.300], [1.835, -0.559, 3.769], [1.863, -1.713, 2.334], [0.587, 1.248, 2.532], [0.459, 0.246, 0.960], [0.033, -2.767, 2.233], [-1.814, -3.954, 3.294], [-3.762, -2.917, 4.482], [-3.957, -0.257, 4.609], [-2.906, 2.070, 2.794], [-1.109, 2.315, 3.099], [-3.588, 2.143, 5.124], [-1.815, 1.909, 5.798], [-1.081, 5.225, 3.776], [-0.260, 4.037, 4.695], [2.140, 2.731, 2.280], [3.598, 2.957, 1.109], [3.403, 3.902, 4.100], [4.939, 3.983, 3.031], [3.414, 5.035, 2.567], [6.032, -5.282, -1.624], [6.509, -3.910, -2.140], [5.368, -3.055, -1.195], [4.519, -1.943, -1.568], [5.784, -2.893, 0.198], [5.965, -4.244, -3.749], [4.546, -4.201, -4.085], [6.519, -5.496, -4.285], [7.156, -2.349, -2.730], [6.761, -1.671, -3.958], [8.628, -2.389, -2.682], [5.071, -0.995, -1.623], [3.721, -1.806, -0.828], [3.998, -2.102, -2.506], [6.510, -2.076, 0.299], [6.252, -3.807, 0.575], [4.934, -2.690, 0.851], [3.927, -4.723, -3.347], [4.355, -4.649, -5.067], [4.196, -3.174, -4.186], [5.975, -6.375, -3.922], [7.570, -5.609, -4.001], [6.482, -5.496, -5.381], [7.061, -2.216, -4.859], [7.230, -0.682, -4.002], [5.689, -1.483, -4.001], [9.034, -3.047, -3.459], [8.962, -2.767, -1.709], [9.060, -1.391, -2.798], [-5.857, 1.413, 2.506], [-7.092, 0.644, 1.988], [-6.141, -0.625, 1.344], [-6.249, -1.294, 0.065], [-5.718, -1.588, 2.355], [-7.472, 1.878, 0.839], [-6.692, 2.029, -0.385], [-7.607, 3.206, 1.457], [-8.567, -0.230, 1.473], [-9.284, -0.028, 0.221], [-9.548, -0.208, 2.573], [-7.084, -2.007, 0.035], [-5.334, -1.862, -0.148], [-6.344, -0.607, -0.769], [-6.529, -2.288, 2.594], [-5.428, -1.086, 3.281], [-4.842, -2.156, 2.026], [-5.613, 1.988, -0.200], [-6.915, 2.978, -0.885], [-6.959, 1.270, -1.120], [-6.634, 3.676, 1.635], [-8.129, 3.137, 2.416], [-8.199, 3.870, 0.817], [-9.761, 0.955, 0.158], [-10.073, -0.782, 0.121], [-8.645, -0.165, -0.650], [-9.978, 0.790, 2.703], [-9.064, -0.495, 3.514], [-10.356, -0.926, 2.402], [-0.105, 1.900, -1.395], [-0.112, 1.295, -2.816], [1.492, 1.789, -3.137], [2.041, 2.402, -4.328], [2.492, 0.896, -2.551], [-1.309, 2.418, -3.366], [-0.961, 3.807, -3.647], [-2.516, 2.415, -2.528], [-0.170, 0.512, -4.425], [-0.684, 1.115, -5.648], [-0.768, -0.827, -4.288], [2.180, 1.680, -5.144], [3.024, 2.838, -4.115], [1.447, 3.234, -4.692], [2.624, -0.005, -3.164], [2.191, 0.580, -1.548], [3.461, 1.391, -2.439], [-0.343, 4.250, -2.858], [-1.857, 4.427, -3.765], [-0.444, 3.899, -4.601], [-2.383, 3.008, -1.616], [-2.781, 1.395, -2.232], [-3.370, 2.821, -3.081], [-1.765, 1.287, -5.616], [-0.483, 0.455, -6.499], [-0.186, 2.053, -5.890], [-1.844, -0.764, -4.090], [-0.300, -1.364, -3.455], [-0.605, -1.432, -5.185]],
  "mulliken_charge": [-0.8972, -0.2757, -0.3266, 0.4361, -0.3958, -0.8157, 0.7075, 0.0547, -0.6239, 0.0167, -0.5316, -0.4082, 0.8687, -0.2836, -0.3865, 0.3026, -0.5141, -0.5291, -0.2665, 0.2028, -1.1557, 0.3252, 0.1666, 0.3006, 0.2590, 0.3173, 0.3759, 0.3537, -0.2594, -0.0779, 0.3129, 0.3321, 0.3966, 0.1843, 0.1848, 0.2570, 0.2455, 0.4051, 0.2910, 0.2520, 0.0076, 0.1983, 0.2843, 0.3166, 0.3389, -0.8303, 0.8514, 0.0257, -0.3994, -0.9553, 0.1521, -0.9809, -1.1174, -0.0289, -0.8424, -1.1045, 0.3553, 0.2826, -0.1587, 0.3602, 0.3858, 0.1076, 0.3020, 0.3740, 0.1896, 0.3486, 0.3637, 0.3411, 0.3039, 0.3885, 0.1969, 0.3661, 0.3637, 0.3572, -0.7719, 0.8014, 0.3263, -0.9346, -1.0989, 0.2617, -1.1630, -1.1024, -0.0767, -0.8952, -1.1021, 0.3579, 0.3519, 0.1843, 0.2911, 0.1102, 0.4405, 0.3605, 0.3655, 0.2146, 0.3146, 0.3634, 0.3479, 0.3166, 0.3731, 0.2750, 0.3714, 0.3423, 0.3776, -0.8838, 0.8979, 0.3639, -0.9256, -1.2299, 0.3104, -1.0788, -1.2640, 0.0390, -0.9067, -1.1176, 0.3407, 0.3405, 0.1967, 0.4801, 0.0008, 0.4172, 0.3131, 0.3743, 0.2489, 0.3126, 0.3776, 0.4400, 0.2981, 0.3858, 0.2639, 0.3447, 0.3311, 0.3808]
}

Summary of calculated total energy in eV
-297747.2124 -102308.1399
(order as listed above)